(1)
{
  "formula": "C38H53FMgN4O3SSe2Si",
  "method": "ωB97M-V with the def2-TZVPD basis set",
  "e_homo_ev": [-2.066, -2.351],
  "total_charge": -2,
  "gap_ev": [5.62, 6.16],
  "fmax_ev_per_a": 2.0,
  "species": ["Mg", "C", "C", "C", "C", "C", "C", "C", "C", "C", "C", "C", "C", "C", "C", "C", "C", "C", "H", "H", "H", "H", "H", "H", "H", "H", "H", "H", "H", "H", "H", "H", "H", "H", "H", "H", "H", "H", "H", "H", "H", "H", "H", "H", "H", "H", "H", "F", "C", "C", "C", "C", "C", "C", "C", "H", "H", "H", "H", "H", "H", "Se", "N", "C", "C", "C", "C", "N", "C", "N", "H", "H", "H", "N", "C", "C", "C", "C", "C", "C", "S", "O", "O", "O", "H", "H", "H", "H", "H", "H", "C", "Si", "C", "C", "Se", "H", "H", "H", "H", "H", "H", "H", "H", "H"],
  "xyz": [[1.073, -0.563, -0.379], [1.320, 0.262, 2.880], [1.131, 1.544, 2.289], [1.963, 1.604, 1.143], [2.616, 0.320, 1.041], [2.264, -0.468, 2.173], [2.993, -1.695, 2.695], [3.742, -1.283, 3.974], [4.030, -2.198, 1.689], [2.029, -2.827, 3.048], [2.344, 2.753, 0.193], [2.512, 4.069, 0.964], [1.359, 2.945, -0.973], [3.711, 2.475, -0.458], [0.195, 2.548, 2.990], [-0.422, 3.636, 2.076], [0.976, 3.229, 4.129], [-0.994, 1.810, 3.637], [0.842, -0.083, 3.786], [3.508, 0.150, 0.453], [4.403, -0.436, 3.777], [4.343, -2.118, 4.350], [3.039, -0.985, 4.754], [4.801, -1.445, 1.508], [3.574, -2.452, 0.731], [4.516, -3.099, 2.074], [1.234, -2.479, 3.710], [2.555, -3.647, 3.548], [1.564, -3.230, 2.155], [1.584, 4.431, 1.397], [2.885, 4.845, 0.289], [3.236, 3.939, 1.773], [0.341, 3.182, -0.664], [1.317, 2.047, -1.596], [1.699, 3.762, -1.619], [4.485, 2.323, 0.298], [3.993, 3.336, -1.072], [3.683, 1.605, -1.116], [-0.065, 4.635, 2.335], [-1.509, 3.658, 2.177], [-0.203, 3.480, 1.024], [1.810, 3.811, 3.735], [1.382, 2.477, 4.809], [0.324, 3.901, 4.699], [-1.583, 1.270, 2.890], [-1.653, 2.540, 4.117], [-0.683, 1.096, 4.398], [-6.944, 0.674, 1.559], [-5.823, 0.024, 1.151], [-5.474, 0.063, -0.188], [-4.335, -0.604, -0.590], [-3.529, -1.308, 0.330], [-2.353, -1.978, -0.116], [-3.921, -1.310, 1.686], [-5.069, -0.648, 2.091], [-6.075, 0.619, -0.897], [-4.051, -0.574, -1.634], [-2.002, -1.875, -1.135], [-2.188, -3.273, 1.483], [-3.323, -1.825, 2.428], [-5.377, -0.645, 3.129], [-2.359, -4.650, 2.734], [-1.038, -5.446, 1.797], [-0.274, -4.760, 0.934], [0.853, -5.419, 0.401], [1.737, -4.777, -0.438], [1.513, -3.443, -0.745], [0.435, -2.767, -0.308], [-0.477, -3.430, 0.436], [-1.680, -2.833, 0.704], [0.987, -6.449, 0.704], [2.612, -5.277, -0.833], [2.206, -2.883, -1.362], [-0.737, 0.549, -0.047], [-1.565, 1.130, -1.086], [-1.559, 0.571, -2.352], [-2.445, 1.030, -3.321], [-3.323, 2.062, -3.031], [-3.293, 2.651, -1.771], [-2.421, 2.187, -0.801], [-4.506, 2.647, -4.252], [-5.755, 2.728, -3.506], [-4.486, 1.626, -5.288], [-3.980, 3.939, -4.666], [-0.459, 1.244, 0.645], [-1.304, -0.140, 0.451], [-0.862, -0.230, -2.574], [-2.481, 0.583, -4.307], [-3.989, 3.451, -1.550], [-2.434, 2.610, 0.197], [2.330, -2.144, -5.514], [1.153, -1.155, -4.429], [0.548, 0.304, -5.429], [-0.297, -2.282, -4.004], [2.319, -0.466, -2.638], [1.893, -2.317, -6.503], [2.546, -3.112, -5.056], [3.277, -1.613, -5.639], [0.090, -0.020, -6.369], [1.391, 0.960, -5.663], [-0.185, 0.896, -4.880], [-0.440, -3.020, -4.800], [-1.236, -1.731, -3.900], [-0.112, -2.819, -3.073]],
  "atomic_forces_ev_per_a": [[-0.133, -0.237, -0.093], [-0.062, 0.080, 0.017], [-0.119, -0.071, -0.004], [0.156, -0.006, 0.017], [0.308, 0.327, 0.155], [-0.149, -0.149, -0.192], [0.042, 0.074, -0.004], [0.040, 0.018, 0.015], [-0.002, -0.032, -0.014], [-0.020, 0.013, 0.069], [-0.029, -0.002, 0.016], [0.043, 0.069, 0.024], [-0.005, 0.033, -0.036], [-0.009, -0.023, 0.007], [0.038, 0.024, -0.044], [-0.158, -0.032, 0.020], [0.001, 0.001, 0.001], [-0.006, -0.013, -0.035], [-0.012, -0.002, 0.001], [-0.048, -0.022, -0.045], [-0.008, -0.017, -0.001], [0.000, 0.009, 0.006], [0.005, 0.000, -0.017], [-0.016, -0.017, 0.006], [-0.027, 0.002, -0.015], [0.001, 0.010, -0.001], [0.013, -0.006, -0.013], [0.009, 0.015, -0.001], [-0.092, -0.069, -0.133], [0.229, -0.023, -0.081], [0.010, -0.007, 0.002], [0.019, 0.004, -0.017], [0.052, 0.001, -0.031], [0.003, 0.045, 0.010], [-0.010, -0.008, 0.016], [-0.011, -0.002, 0.008], [-0.001, -0.012, 0.007], [-0.005, 0.027, 0.022], [-0.062, -0.028, 0.018], [-0.013, -0.008, 0.027], [-0.067, -0.005, 0.093], [0.005, -0.002, -0.010], [-0.011, 0.007, -0.006], [0.006, -0.009, -0.011], [0.016, 0.000, 0.010], [0.003, -0.008, 0.001], [0.021, 0.003, -0.005], [-0.042, 0.026, 0.018], [0.031, -0.018, -0.009], [-0.001, -0.001, -0.032], [-0.011, 0.019, 0.006], [-0.008, 0.003, 0.014], [0.235, -0.253, 0.063], [-0.002, -0.005, 0.040], [0.012, -0.005, -0.012], [0.021, 0.007, -0.011], [0.016, 0.015, -0.006], [-0.009, 0.032, -0.024], [-0.366, 0.091, 0.390], [0.003, 0.021, -0.047], [0.002, 0.001, -0.004], [-0.411, -1.134, 1.223], [0.160, -0.116, -0.085], [0.075, -0.223, 0.141], [0.047, -0.074, 0.011], [-0.072, 0.020, 0.044], [-0.094, 0.026, 0.077], [0.177, 0.054, -0.170], [-0.350, 0.608, -0.038], [0.646, 1.063, -1.536], [0.039, -0.020, -0.010], [-0.017, -0.003, 0.003], [0.003, 0.019, -0.001], [0.036, -0.171, -0.032], [0.010, -0.036, 0.033], [0.047, 0.033, 0.040], [-0.049, -0.018, 0.028], [0.063, 0.003, 0.048], [-0.016, -0.002, -0.014], [-0.063, -0.015, -0.027], [0.025, -0.029, 0.014], [-0.034, -0.009, 0.020], [-0.010, -0.004, -0.034], [-0.005, 0.032, -0.011], [0.045, 0.021, -0.036], [-0.075, 0.091, 0.049], [-0.052, 0.115, 0.069], [-0.003, 0.006, 0.004], [0.008, -0.003, -0.006], [0.002, 0.007, 0.005], [0.016, -0.048, -0.038], [-0.002, -0.085, 0.058], [0.006, 0.069, -0.051], [-0.083, -0.037, -0.069], [0.033, 0.068, 0.176], [0.013, -0.019, 0.023], [0.013, 0.022, -0.006], [-0.023, 0.002, -0.008], [-0.003, 0.009, 0.030], [-0.014, -0.005, -0.026], [0.040, -0.007, -0.012], [-0.004, 0.018, 0.012], [0.062, -0.080, -0.041], [-0.010, -0.032, 0.000]],
  "lowdin_charge": [0.486, -0.042, -0.171, -0.175, -0.165, -0.242, -0.552, -0.057, -0.051, -0.030, -0.515, -0.051, -0.047, -0.075, -0.510, -0.055, -0.055, -0.066, 0.099, 0.089, 0.086, 0.075, 0.077, 0.083, 0.066, 0.083, 0.085, 0.087, 0.057, 0.041, 0.081, 0.087, 0.057, 0.030, 0.090, 0.088, 0.081, 0.026, 0.075, 0.074, 0.041, 0.067, 0.081, 0.078, 0.081, 0.080, 0.068, 0.030, -0.285, 0.004, -0.022, -0.222, -0.081, -0.032, -0.020, 0.125, 0.116, 0.114, -0.150, 0.074, 0.112, 0.523, -0.426, -0.413, -0.031, -0.081, -0.209, 0.060, -0.267, 0.029, 0.105, 0.097, 0.029, 0.087, -0.301, -0.055, -0.056, -0.254, -0.048, -0.027, 0.391, -0.378, -0.376, -0.369, 0.065, 0.077, 0.051, 0.106, 0.118, 0.103, -0.249, 0.081, -0.218, -0.209, 0.366, 0.021, 0.020, 0.016, 0.033, 0.026, 0.011, 0.029, 0.015, 0.008]
}

***

(2)
{
  "formula": "C38H53N9SSbSi2Ti",
  "method": "ωB97M-V with the def2-TZVPD basis set",
  "e_homo_ev": [-8.710, -10.030],
  "total_charge": 1,
  "e_above_lowest_kcal_mol": 41.4,
  "gap_ev": [6.37, 7.63],
  "spin_multiplicity": 3,
  "fmax_ev_per_a": 1.1,
  "species": ["Ti", "C", "C", "C", "C", "C", "C", "N", "Sb", "C", "C", "C", "C", "C", "C", "N", "C", "C", "C", "C", "C", "C", "N", "H", "H", "H", "H", "H", "H", "H", "H", "H", "H", "H", "H", "H", "H", "H", "H", "H", "H", "C", "Si", "C", "C", "C", "C", "C", "C", "C", "C", "N", "Si", "C", "C", "C", "H", "H", "H", "H", "H", "H", "H", "H", "H", "H", "H", "H", "H", "H", "H", "H", "H", "H", "H", "H", "H", "H", "N", "C", "C", "N", "C", "C", "N", "H", "H", "H", "H", "H", "C", "N", "C", "C", "N", "C", "S", "H", "H", "H", "H", "H", "H", "H", "H"],
  "xyz": [[-0.229, -0.275, -0.871], [1.547, 0.997, 4.804], [0.582, -0.134, 4.607], [-0.298, -0.533, 5.604], [-1.090, -1.648, 5.403], [-0.969, -2.348, 4.209], [-0.097, -1.855, 3.238], [0.646, -0.774, 3.430], [0.445, -3.298, 1.697], [2.065, -1.955, 1.259], [3.377, -2.178, 1.604], [4.314, -1.170, 1.368], [3.879, 0.017, 0.817], [2.525, 0.169, 0.495], [2.036, 1.474, -0.064], [1.639, -0.803, 0.692], [0.270, -3.256, -0.510], [0.231, -4.568, -0.964], [0.777, -4.868, -2.209], [1.428, -3.869, -2.906], [1.401, -2.569, -2.410], [2.193, -1.476, -3.067], [0.737, -2.266, -1.284], [1.493, 1.405, 5.811], [1.326, 1.789, 4.081], [2.563, 0.642, 4.621], [-0.336, 0.011, 6.539], [-1.766, -1.992, 6.176], [-1.532, -3.257, 4.042], [3.672, -3.115, 2.059], [5.356, -1.315, 1.623], [4.563, 0.834, 0.630], [2.044, 2.247, 0.709], [1.000, 1.417, -0.408], [2.654, 1.819, -0.893], [-0.187, -5.348, -0.341], [0.739, -5.878, -2.595], [1.958, -4.077, -3.825], [2.431, -1.715, -4.102], [3.135, -1.358, -2.524], [1.675, -0.519, -3.048], [1.093, 2.461, -2.926], [-0.351, 3.097, -1.864], [-1.079, 4.487, -2.927], [0.400, 4.014, -0.393], [-1.466, 1.623, -1.504], [-1.538, 0.948, -2.836], [-2.305, 1.381, -3.937], [-2.287, 0.688, -5.124], [-1.518, -0.472, -5.229], [-0.800, -0.864, -4.124], [-0.797, -0.173, -2.973], [-3.268, 1.900, -0.976], [-3.778, 1.840, 0.847], [-3.995, 3.564, -1.535], [-4.398, 0.556, -1.719], [1.840, 3.254, -3.014], [0.772, 2.196, -3.936], [1.610, 1.589, -2.517], [-0.243, 5.127, -3.225], [-1.794, 5.116, -2.393], [-1.556, 4.143, -3.845], [1.301, 4.514, -0.760], [0.662, 3.391, 0.471], [-0.269, 4.794, -0.026], [-2.909, 2.270, -3.831], [-2.868, 1.039, -5.967], [-1.481, -1.055, -6.138], [-0.201, -1.764, -4.145], [-3.303, 2.513, 1.545], [-3.691, 0.848, 1.276], [-4.848, 2.077, 0.818], [-3.544, 4.425, -1.029], [-5.056, 3.561, -1.270], [-3.925, 3.767, -2.606], [-4.708, -0.125, -0.922], [-3.980, -0.045, -2.525], [-5.305, 1.025, -2.108], [-4.181, -3.973, -0.908], [-3.535, -2.977, -0.240], [-2.600, -2.158, -0.901], [-1.932, -1.213, -0.258], [-2.192, -1.054, 1.052], [-3.107, -1.867, 1.683], [-3.778, -2.835, 1.059], [-4.253, -3.928, -1.908], [-4.950, -4.401, -0.421], [-2.408, -2.272, -1.962], [-1.696, -0.246, 1.577], [-3.310, -1.725, 2.736], [0.204, 4.602, 4.785], [-0.570, 4.964, 3.621], [-1.174, 6.281, 3.468], [-1.971, 6.150, 2.156], [-1.860, 4.730, 1.878], [-1.029, 4.085, 2.721], [-0.617, 2.462, 2.668], [0.550, 5.515, 5.265], [1.070, 4.007, 4.488], [-0.389, 4.024, 5.498], [-0.399, 7.046, 3.409], [-1.821, 6.513, 4.319], [-1.536, 6.752, 1.353], [-3.013, 6.442, 2.283], [-2.180, 4.295, 1.037]],
  "atomic_forces_ev_per_a": [[0.868, 0.703, 0.231], [0.078, 0.020, -0.144], [0.131, -0.002, -0.197], [-0.066, -0.010, 0.105], [0.007, -0.108, -0.122], [-0.053, 0.172, 0.040], [-0.397, -0.004, 0.221], [0.081, -0.077, 0.088], [0.566, 0.161, -0.008], [-0.153, -0.025, 0.055], [0.138, 0.170, -0.032], [-0.162, 0.067, -0.055], [-0.057, -0.143, 0.053], [0.350, 0.185, 0.085], [0.471, -0.304, 0.254], [0.049, 0.235, -0.027], [-0.318, -0.306, 0.022], [0.072, 0.127, -0.203], [-0.070, -0.012, 0.085], [-0.010, -0.002, 0.028], [-0.040, -0.015, -0.045], [-0.017, 0.055, -0.001], [-0.066, -0.339, -0.370], [-0.032, -0.005, 0.041], [0.100, -0.178, 0.174], [-0.017, -0.011, 0.026], [-0.003, 0.006, -0.006], [-0.004, 0.003, -0.007], [-0.023, -0.039, -0.012], [-0.011, 0.015, -0.007], [0.007, 0.012, -0.007], [0.003, -0.003, 0.003], [0.101, -0.283, -0.004], [0.124, 0.202, 0.159], [0.031, -0.022, 0.193], [0.017, -0.029, 0.011], [0.020, -0.003, -0.006], [-0.009, -0.018, -0.005], [0.003, -0.033, 0.005], [0.013, 0.003, 0.003], [-0.008, -0.025, 0.014], [0.019, -0.065, -0.039], [-0.055, 0.092, -0.140], [0.060, -0.071, 0.074], [-0.123, -0.110, 0.183], [-0.122, 0.063, -0.226], [-0.069, 0.046, -0.229], [0.019, 0.003, 0.014], [0.012, -0.019, -0.006], [0.031, 0.004, 0.110], [-0.085, 0.086, -0.045], [-0.048, -0.034, 0.070], [0.010, 0.074, 0.130], [-0.049, 0.001, -0.337], [0.052, 0.002, 0.023], [0.024, 0.028, 0.060], [0.013, 0.026, -0.048], [-0.068, 0.071, -0.026], [-0.155, 0.091, -0.217], [-0.002, 0.029, -0.005], [0.035, -0.056, 0.014], [0.013, -0.040, 0.000], [0.045, 0.030, 0.026], [-0.298, 0.423, -0.369], [0.022, 0.038, -0.128], [0.013, -0.004, -0.015], [-0.001, -0.009, -0.003], [-0.007, 0.009, -0.013], [0.021, -0.046, -0.013], [0.172, 0.244, 0.087], [-0.014, -0.134, -0.001], [-0.001, 0.015, 0.053], [0.009, -0.074, 0.018], [-0.016, 0.024, -0.001], [0.017, -0.052, 0.035], [-0.019, -0.014, 0.016], [0.041, 0.030, 0.018], [-0.020, 0.003, 0.004], [-0.037, -0.081, 0.040], [0.125, 0.153, -0.153], [-0.247, -0.104, -0.123], [-0.601, -0.827, 0.397], [-0.270, 0.029, 0.104], [-0.013, 0.080, -0.004], [0.006, -0.020, -0.013], [0.009, 0.018, -0.010], [-0.036, -0.011, 0.002], [0.070, -0.048, 0.001], [0.119, 0.014, 0.026], [-0.032, -0.024, 0.041], [0.139, -0.050, -0.015], [0.015, 0.126, 0.104], [0.001, 0.099, 0.029], [-0.025, 0.104, -0.017], [-0.077, -0.043, 0.261], [0.048, -0.121, -0.143], [-0.191, -0.049, -0.140], [0.006, 0.009, 0.002], [-0.116, 0.070, 0.046], [0.004, -0.005, -0.004], [-0.053, 0.009, 0.017], [0.008, -0.035, -0.027], [0.011, -0.045, 0.031], [0.044, 0.038, -0.029], [-0.096, -0.132, -0.137]],
  "lowdin_charge": [0.811, -0.062, -0.341, -0.017, -0.051, -0.154, -0.478, 0.093, 1.575, -0.448, -0.088, -0.039, -0.009, -0.299, -0.056, 0.018, -0.438, -0.139, -0.035, -0.015, -0.322, -0.017, -0.023, 0.079, -0.018, 0.084, 0.115, 0.113, 0.089, 0.101, 0.114, 0.121, 0.087, -0.002, 0.094, 0.084, 0.117, 0.122, 0.093, 0.098, 0.045, -0.165, 0.466, -0.169, -0.178, -0.388, -0.455, -0.051, -0.034, -0.045, -0.119, 0.002, 0.491, -0.175, -0.183, -0.152, 0.046, 0.044, -0.013, 0.037, 0.018, 0.025, 0.049, -0.042, 0.015, 0.098, 0.118, 0.108, 0.100, -0.021, -0.001, 0.044, 0.018, 0.034, 0.022, 0.025, 0.020, 0.041, 0.147, -0.366, -0.080, -0.065, -0.179, -0.119, 0.147, 0.101, 0.106, 0.124, 0.092, 0.116, -0.053, -0.162, -0.102, -0.119, 0.017, -0.800, 0.721, 0.093, 0.070, 0.096, 0.125, 0.127, 0.118, 0.119, 0.097]
}